Molecular formula: C48H114F9N6O18
Method: DFT, ωB97M-V with the def2-TZVPD basis set

Kohn-Sham gap ... 3.46 eV
Highest occupied orbital energy ... -8.287 eV
M ... 1234.4 g mol⁻¹
E_LUMO ... -4.83 eV
Energy above the lowest of the compared OMol25 structures with the same formula, charge and spin ... 283.5 kcal per mole

The geometry in ORCA input format:
```
! RIJCOSX wB97M-V def2-TZVPD def2/J DEFGRID3
* xyz 3 1
F -6.57638 -2.39600 -6.13687
F -4.62423 -2.36830 9.90115
F 5.51672 2.81627 -3.00924
F 5.34953 4.05937 -4.82771
F -5.62824 -3.13801 -4.25734
F -7.44051 -4.09197 -4.88891
F -2.89677 -1.28920 9.39415
F -4.71768 -0.82057 8.48696
F 3.64552 3.45108 -3.75596
O 4.92852 0.48776 -4.11381
O 4.02610 0.57071 4.89877
O -4.79726 -2.82814 6.61353
O -1.66781 8.07791 -6.74059
O -1.19661 6.33225 -1.75309
O -3.42800 9.69706 7.83736
O -2.61443 -2.59060 6.72534
O -3.70486 4.93016 6.19534
O 8.27493 -7.09740 0.64221
O 0.48816 -4.52607 -8.09985
O -0.57609 -4.42905 1.01495
O 12.23377 -6.17488 -1.14603
O -1.25543 -0.16660 0.33952
O 3.58988 2.16929 7.72206
O -1.57274 -4.88864 -12.04518
O -8.86605 -1.63007 -4.01806
O -7.50697 -2.11579 -2.37048
O 3.88753 1.46893 -6.00744
N -2.30688 -2.22726 1.79437
N 3.83015 -0.61319 7.25625
N -5.77565 6.72615 7.43081
N 11.08373 -7.00566 1.64086
N -0.94712 -2.87784 -9.83061
N -2.27238 7.99878 -3.94175
C -2.45850 9.66290 8.89599
C -0.69545 -2.45648 -8.34689
C 5.60073 -0.61139 -4.63547
C 4.88722 3.01450 -4.14836
C -2.65582 -0.39637 0.24074
C 4.21645 3.31199 8.14211
C -1.91542 -5.13595 -13.46067
C 12.32557 -5.21143 -2.12394
C 11.03963 -6.88389 -0.99719
C 3.01458 -0.47638 4.82779
C -5.11254 4.71800 6.08422
C -6.13284 -3.06300 7.04545
C -7.13509 -2.49563 6.04168
C -7.47147 -1.77410 -3.75688
C 6.85655 -7.20851 0.48226
C 8.66841 -6.51554 1.84860
C 1.80272 -5.16053 -8.20396
C 4.90619 1.66741 -5.01757
C 3.98047 1.50070 3.75521
C -2.38126 -3.77119 -11.63562
C 3.43683 -1.40813 5.97610
C -2.87506 -3.56625 1.32267
C 3.14904 1.24538 8.73999
C 5.28295 -1.70184 -3.59537
C -3.04749 6.99603 -3.11435
C -2.21526 -3.66076 -10.13488
C -1.85456 -4.70345 1.62123
C -1.57880 8.34916 -8.17479
C -5.87812 5.21032 7.29529
C 10.01746 -5.85539 1.75787
C -3.16340 -1.00765 1.52311
C 0.55071 -3.15668 -7.83627
C -0.54184 -4.64978 -0.37967
C -4.59251 8.92700 8.08397
C -2.51947 6.84728 -1.65029
C -0.60934 8.21789 -5.89675
C -0.44494 6.20942 -0.60513
C -3.98464 -1.84128 8.84141
C 2.71582 0.03096 8.03114
C 11.11477 -7.80959 0.31454
C -0.95941 7.50563 -4.57032
C -2.64469 4.27488 7.00400
C -6.80477 -2.87059 -4.82880
C -0.61585 -0.04663 -0.87905
C -10.91853 -0.79619 -5.30583
C -4.34807 7.35180 7.83107
C -3.72246 -2.79280 7.55702
C -9.32624 -0.67076 -5.03677
H 8.02244 -5.70573 2.18778
H 5.86332 1.66832 -5.53908
H 2.27653 -0.72929 8.67700
H -0.55397 7.13104 -0.03344
H -0.54938 9.29694 -5.75475
H 11.43115 -4.62490 -2.33391
H 1.51378 -2.74526 -8.13845
H -8.08875 -2.99274 6.21917
H -1.48166 10.10307 8.69562
H 3.86630 0.95924 9.50925
H -9.10122 0.34385 -4.70810
H -6.93912 4.97337 7.37437
H -6.98645 -0.82214 -3.97282
H -8.72998 -0.81465 -5.93781
H 1.70605 -6.07452 -8.78995
H -1.12569 0.60371 -1.58984
H -0.62477 -5.71906 -0.57425
H -4.22152 -1.25112 1.61902
H -5.95653 7.23736 6.57872
H 0.45325 -4.41964 -0.76036
H -11.58647 -0.58926 -4.46968
H -1.62501 -2.79841 -7.89182
H -11.02142 -0.12125 -6.15552
H 10.39305 -5.52095 2.72492
H -1.03542 6.42001 -4.63161
H -1.73417 -4.79219 2.70092
H -1.21930 -3.97605 -0.90431
H 3.55673 3.90412 8.77635
H 2.03193 -0.14401 5.16248
H -2.73623 10.17627 9.81654
H 12.04083 -8.37963 0.38926
H 6.42368 -7.86963 -0.26850
H 4.62512 3.90259 7.32217
H -0.57422 -1.00345 -1.39950
H -2.71029 7.69389 -0.99079
H -2.39712 -2.31318 2.79665
H 4.46892 -1.19781 7.77614
H -0.15336 7.59476 -3.84200
H -2.90753 -2.88222 -9.81434
H 10.17085 -5.13202 0.95705
H -4.98916 9.17983 9.06725
H -2.90752 8.32834 -4.65456
H -2.62855 3.22653 6.70602
H -1.25708 -5.88772 -13.89602
H -1.26486 9.38077 -8.33398
H -7.15718 -1.41407 6.17528
H -1.67591 4.73245 6.80353
H -5.27779 9.39224 7.37541
H 0.59988 -3.05587 -6.75205
H 6.08438 -2.43697 -3.66889
H 4.35970 0.18916 6.94658
H 10.76971 -7.43376 -1.89880
H 6.67805 -0.46605 -4.71525
H -3.12857 6.03483 -1.25401
H -1.34950 -2.09919 1.49919
H -7.01992 -2.68641 4.97470
H 6.29716 -7.42752 1.39177
H -2.54303 8.16734 -8.64945
H 0.60778 6.24878 -0.88501
H -5.56350 5.26272 5.25476
H 2.19652 -5.39886 -7.21592
H -2.91213 6.05635 -3.64987
H -3.83889 -3.71352 1.80995
H -3.54214 -3.80433 7.92087
H -2.42952 -5.62385 1.51928
H -4.06687 6.87554 8.77033
H -0.77551 5.38676 0.02896
H 2.68821 -2.15733 6.23370
H 2.95567 -1.08790 3.92742
H 4.07311 0.88773 2.85868
H -2.89959 4.33958 8.06180
H 12.71650 -5.72294 -3.00350
H -2.94913 -5.47425 -13.53212
H -4.12237 7.17684 -3.10726
H -2.16317 8.63336 9.09826
H 4.85694 2.14649 3.70173
H 11.99366 -6.70548 1.96026
H 0.39840 0.32965 -0.74559
H 5.22472 -0.95913 -5.59765
H -3.06437 -0.91062 -0.62917
H -2.15151 -4.43909 -9.37446
H 3.02692 2.00666 3.60411
H 10.90340 -7.63214 2.41228
H -3.65416 7.44561 6.99574
H 10.23470 -6.18852 -0.75919
H 5.40505 -1.18222 -2.64500
H 4.26350 -2.08544 -3.55436
H -5.40624 4.87274 8.21804
H -0.83545 7.69080 -8.62433
H 8.69073 -7.28518 2.62012
H 2.27157 1.63490 9.25615
H -1.80297 -4.24776 -14.08241
H -2.85548 -0.34411 2.33119
H -3.09671 -3.51900 0.25649
H -3.18694 0.55174 0.15649
H -6.53960 -2.57518 7.93127
H -2.14712 -2.80802 -12.08904
H 2.48194 -4.49474 -8.73638
H -5.37065 3.69858 5.79739
H -11.10904 -1.79478 -5.69904
H 1.98844 0.39008 7.30310
H 6.45563 -6.27381 0.09022
H 4.33100 -1.96346 5.69295
H 10.29845 -8.53045 0.36016
H -0.14470 -3.40993 -10.13573
H -6.33780 -4.12969 7.13639
H -1.00391 -2.00979 -10.34380
H -6.27888 7.19851 8.16819
H -3.41927 -4.09782 -11.69838
H 13.10341 -4.48346 -1.89347
H 0.32647 7.83475 -6.30364
H 5.06550 2.96430 8.73060
H -0.63566 -1.36978 -8.28678
H -2.07460 8.82372 -3.39360
*
```

***

Molecular formula: C45H49N4O5S3Sb2Y
Method: DFT, ωB97M-V with the def2-TZVPD basis set

Kohn-Sham gap ... 7.02 eV
Highest occupied orbital energy ... -12.398 eV
M ... 1154.5 g mol⁻¹
E_LUMO ... -5.38 eV
Energy above the lowest of the compared OMol25 structures with the same formula, charge and spin ... 11.5 kcal per mole

The geometry in ORCA input format:
```
! RIJCOSX wB97M-V def2-TZVPD def2/J DEFGRID3
* xyz 2 1
Sb 3.97971 1.47065 -0.73349
Sb -0.27331 -1.78836 -0.56205
Y -2.52178 1.41623 0.80506
S -0.82570 1.68874 -1.58148
S -3.65677 -0.22325 -1.31820
S -3.77771 3.18904 -1.02136
O 0.73913 -0.32102 3.39060
O -4.53239 1.20323 1.56306
O -0.38894 0.59460 1.71797
O -5.94670 0.93211 3.33089
O -2.00457 3.27057 1.85246
N -2.65335 0.13309 2.89871
N 0.23524 3.58208 1.93051
N 2.37446 4.28083 1.92037
N -1.29015 4.72657 3.29914
C -4.04950 -0.64489 4.69853
C -4.93207 0.77404 2.72011
C -1.69665 -1.27696 4.60867
C 1.70810 -2.37383 0.10055
C -1.58107 -0.44462 3.55146
C -5.02753 2.13383 -1.87047
C 5.53485 -0.00198 -0.32556
C -3.01338 -1.44790 5.17728
C 2.51813 0.68378 -3.32954
C 2.84278 -1.41656 -0.35673
C -3.83102 0.00617 3.45714
C 4.80593 1.37671 -3.64182
C -2.64392 3.72625 -2.35717
C -1.12558 3.39418 -2.17061
C 6.56025 -2.17626 -0.96406
C -2.77200 0.12443 -2.85742
C 1.18883 4.27662 2.53196
C -2.57819 -2.70662 1.38975
C 7.20289 -1.09458 1.08635
C 3.44688 0.82202 -5.56068
C -0.98374 3.79469 2.37184
C 0.96165 5.21352 3.57123
C -0.52736 -5.52341 -3.70313
C -1.31075 0.49075 -2.85207
C 2.50122 -0.00620 -0.20807
C -1.22228 -2.86968 1.02847
C 2.41248 0.43309 -4.71382
C 5.71179 -1.05797 -1.24111
C -3.12812 -3.52408 2.40869
C -2.29418 -4.45474 3.05180
C -0.37252 0.01924 2.78987
C -1.60424 -5.42531 -2.79326
C -0.48233 -3.84837 1.67502
C 0.53742 -3.58425 -2.76949
C -1.50666 -4.43150 -1.85865
C 0.53957 -4.61803 -3.69670
C -0.48807 -3.48160 -1.85854
C -5.19916 0.70053 -1.44478
C -0.99887 -4.65353 2.69184
C 3.72983 1.12256 -2.79936
C 4.64825 1.27819 -4.99160
C 7.25196 -2.15852 0.23415
C -2.70528 5.18348 3.32745
C -0.32794 5.43401 3.93345
C 6.40670 0.02201 0.76197
H -2.68562 -5.01482 3.87929
H -0.37317 -5.34439 3.22532
H 1.44106 0.11577 -5.15295
H -3.20316 -1.94158 0.86255
H 2.22941 0.11722 0.88145
H -5.53553 0.68937 -0.38101
H 3.43174 0.50946 -6.61193
H -2.79710 5.90930 4.13896
H 3.07472 -1.62145 -1.40285
H 1.68135 0.36272 -2.72343
H 3.74841 -1.68363 0.18809
H 1.44370 -3.00750 -2.68061
H 1.56120 0.31365 -0.74940
H 5.12288 -1.06677 -2.15046
H 7.81440 -3.04524 0.43550
H -0.70337 -0.34468 -2.64200
H -3.01220 3.26199 -3.28883
H -5.88859 0.20474 -2.14473
H 2.47146 3.92514 0.96998
H 3.12405 4.97852 2.22383
H -2.96522 5.66970 2.40116
H -2.39418 -6.16319 -2.86456
H 1.73103 -2.29087 1.19231
H -0.57373 -6.30544 -4.41064
H 1.75782 5.71521 4.12242
H -0.54629 3.53781 -3.11206
H -3.36584 0.85178 -3.43431
H 5.76792 1.70795 -3.26014
H -3.04167 -2.12983 6.01946
H 1.33379 -4.77947 -4.41436
H 6.45058 0.87095 1.44388
H 6.60139 -3.04168 -1.56830
H -2.88496 -0.73741 -3.43518
H -6.03450 2.59323 -1.83238
H -2.35230 -4.25500 -1.18984
H -2.72846 4.82444 -2.42471
H -0.62061 4.03039 -1.44345
H -4.76745 2.19325 -2.94874
H 5.44462 1.40748 -5.68908
H 1.87143 -3.42802 -0.10790
H -0.85039 -1.84317 4.97010
H 0.52909 -3.96932 1.34711
H -4.99187 -0.47562 5.25122
H 1.47223 0.00933 2.87290
H -0.98322 0.87809 -3.80529
H -4.11415 -3.48719 2.75515
H -3.42717 4.36953 3.51359
H 7.74913 -1.04241 2.02478
H -0.57691 6.02779 4.85492
*
```

***

Molecular formula: C4H11N3
Method: DFT, ωB97M-V with the def2-TZVPD basis set

Kohn-Sham gap ... 9.00 eV
Highest occupied orbital energy ... -7.967 eV
M ... 101.2 g mol⁻¹
SMILES string ... N/C=C(\N)CCN
E_LUMO ... 1.03 eV
Energy above the lowest of the compared OMol25 structures with the same formula, charge and spin ... 83.2 kcal per mole

The geometry in ORCA input format:
```
! RIJCOSX wB97M-V def2-TZVPD def2/J DEFGRID3
* xyz 0 1
N 2.61997 -1.16587 0.62000
N -1.55217 1.65066 -0.01895
N -1.74867 -0.36332 -1.95454
C -0.60309 0.57918 0.01871
C 1.32035 -0.72026 1.37189
C -0.79727 -0.48949 -0.81870
C 0.57740 0.57797 0.85696
H -0.16329 -1.30441 -1.02488
H 1.42719 1.17537 0.16573
H 2.90812 -0.34717 0.08310
H 1.89906 -0.41018 2.39741
H -2.20045 1.82074 0.74214
H 0.78305 -1.66692 1.65054
H -2.66645 -0.41334 -1.56034
H -1.36792 2.39375 -0.67623
H 0.25235 1.14296 1.75670
H 2.47825 -1.99716 0.09727
H -1.56820 -0.92836 -2.73015
*
```

***

Molecular formula: C4H20B3Be2Cl8
Method: DFT, ωB97M-V with the def2-TZVPD basis set

Kohn-Sham gap ... 5.22 eV
Highest occupied orbital energy ... -13.095 eV
M ... 402.3 g mol⁻¹
E_LUMO ... -7.87 eV

The geometry in ORCA input format:
```
! RIJCOSX wB97M-V def2-TZVPD def2/J DEFGRID3
* xyz 1 1
Cl 7.32891 0.57139 -19.52517
Cl 7.01286 2.22673 -23.61475
Cl 4.90249 2.26250 -21.53928
Cl 5.37695 -1.52159 -18.95950
Cl 8.38245 -4.07680 -26.11865
Cl 6.47963 -4.59724 -23.36287
Cl 5.98024 -6.83306 -25.17068
Cl 11.20581 -4.60405 -26.63735
C 9.64429 -4.30908 -27.33925
C 6.64022 -0.99358 -20.09787
C 5.50059 -6.05762 -23.65345
C 6.34781 3.03110 -22.17093
B 10.76300 1.58503 -24.43612
B 7.40895 -0.77954 -26.68991
B 7.65847 -1.33454 -23.54519
Be 8.94469 0.38983 -25.07329
Be 5.99164 -2.26085 -25.15662
H 6.22677 -0.81156 -21.08181
H 5.54130 -6.73663 -22.80590
H 7.06996 -1.97155 -22.78148
H 4.46490 -5.73634 -23.72235
H 9.67559 -3.42799 -27.97583
H 7.44402 -1.72101 -20.08866
H 6.09166 4.04641 -22.45779
H 8.08986 -1.54031 -26.15717
H 6.43370 -1.31755 -27.08935
H 8.08183 -1.98796 -24.40688
H 10.92268 1.26777 -25.56042
H 10.62227 0.59822 -23.81285
H 11.71863 2.17270 -24.18618
H 8.55468 -0.77585 -23.05922
H 9.80036 2.24023 -24.31218
H 7.12035 0.05092 -25.91197
H 8.03630 -0.31529 -27.53980
H 9.40475 -5.14253 -27.99426
H 7.11419 3.07301 -21.40294
H 6.98757 -0.54515 -24.09221
*
```